No. 1
Density functional theory data (the ωB97M-V functional and the def2-TZVPD basis) for a structure of composition C44H41CrN8O3S5 in a non-equilibrium geometry.

Element x y z (Å)
Cr 0.32456 1.42351 -0.47414
N 3.92272 2.94045 -2.55179
C 2.90618 2.44624 -1.74795
S 1.27789 2.58209 -2.36564
N 3.23745 1.97062 -0.59795
N 2.18466 1.53884 0.16544
C 2.44321 0.98497 1.36100
C 3.82632 0.79639 1.85784
C 4.25836 1.41526 3.02666
C 5.54166 1.19251 3.51042
C 6.40280 0.34523 2.82984
C 5.97819 -0.27193 1.65900
C 4.70140 -0.04505 1.17423
C 1.31719 0.50227 2.06583
C 1.37389 -0.14873 3.32198
C 0.22055 -0.59330 3.90394
C -1.01443 -0.39517 3.24907
C -1.00644 0.19476 2.00847
N 0.10312 0.63832 1.41042
H 3.71895 2.93617 -3.53577
H 4.84255 2.62784 -2.28503
H 3.58026 2.07775 3.55200
H 5.86592 1.67203 4.42668
H 7.40053 0.16224 3.21055
H 6.63915 -0.95017 1.13293
H 4.35949 -0.54614 0.27718
H 2.34090 -0.31728 3.77269
H 0.25737 -1.11143 4.85513
H -1.94732 -0.73948 3.67437
H -1.92941 0.31437 1.45499
C -4.68058 5.03166 1.11383
C -3.82436 5.39423 -0.09990
N -2.39865 5.12618 0.08951
C -1.55178 6.24507 0.47355
C -1.61803 6.57328 1.96546
C -1.93934 3.84718 0.03952
S -0.32703 3.54863 0.53760
N -2.85929 2.94789 -0.32765
C -2.65130 1.71185 -0.72584
O -1.54605 1.19172 -1.05677
C -3.87889 0.87123 -0.81794
C -5.14670 1.41956 -0.62791
C -6.26910 0.60937 -0.63642
C -6.14431 -0.76113 -0.83138
C -4.88658 -1.31242 -1.02580
C -3.76386 -0.49870 -1.02774
H -5.73624 5.19725 0.88519
H -4.41512 5.63171 1.98452
H -4.53543 3.98062 1.35966
H -3.92730 6.45696 -0.32371
H -4.17298 4.82900 -0.96164
H -1.86313 7.11254 -0.11295
H -0.53003 5.99454 0.20621
H -2.57982 7.01238 2.23765
H -0.83161 7.28253 2.23018
H -1.46897 5.66084 2.54544
H -5.23556 2.48650 -0.47494
H -7.24717 1.04861 -0.48323
H -7.02277 -1.39401 -0.82078
H -4.76907 -2.38116 -1.15451
H -2.78256 -0.92954 -1.15802
O 3.20753 -2.76744 2.69198
S 2.53949 -3.57116 1.70418
O 3.38447 -4.26247 0.76035
N 1.37985 -2.74401 0.89779
C 0.17423 -3.21471 1.15953
S -1.22558 -2.76870 0.34300
C 0.14975 -4.28245 2.20028
C -0.93829 -4.87734 2.81614
C -0.70489 -5.89199 3.73433
C 0.58887 -6.31823 4.02567
C 1.68217 -5.69576 3.43582
C 1.43047 -4.67907 2.53862
H -1.93726 -4.53542 2.57825
H -1.54082 -6.37220 4.22908
H 0.74782 -7.13502 4.71878
H 2.69714 -5.99109 3.67280
N 0.84495 -0.43739 -1.17405
S -0.27623 -1.16601 -2.08926
C 0.27050 -0.51241 -3.70945
C 1.58127 -0.68279 -4.13195
C 2.01577 -0.03683 -5.27557
C 1.14562 0.78575 -5.98741
C -0.15833 0.95019 -5.55911
C -0.60029 0.29754 -4.41380
C 0.20027 -2.86805 -2.41261
C 1.41636 -3.40739 -2.03739
C 1.66985 -4.74677 -2.30252
C 0.72028 -5.52460 -2.94788
C -0.49763 -4.96824 -3.32457
C -0.76326 -3.63817 -3.05063
H 1.19573 -1.08273 -0.46115
H 2.26292 -1.29929 -3.56433
H 3.04028 -0.16306 -5.60409
H 1.49827 1.30849 -6.86873
H -0.82558 1.61049 -6.09929
H -1.61613 0.43461 -4.05975
H 2.14397 -2.81547 -1.49877
H 2.60967 -5.17615 -1.97969
H 0.92236 -6.56692 -3.16034
H -1.24602 -5.57595 -3.81754
H -1.71365 -3.18929 -3.32031

Calculated values
Net charge: -1
HOMO-LUMO gap (alpha / beta), eV: 4.7 / 6.7
Energy above the lowest of the compared OMol25 structures with the same formula, charge and spin, kJ/mol: 20.4
E_LUMO (alpha / beta), eV: 2.27 / 2.19
Strongest force on any atom, eV/Å: 1.16
Multiplicity: 5



No. 2
Density functional theory data (the ωB97M-V functional and the def2-TZVPD basis) for a structure of composition C8H10Cl3NSi in a non-equilibrium geometry.

Element x y z (Å)
C -0.41463 -1.65089 0.42737
C -1.13616 -2.61385 -0.15712
C 0.89995 -0.91795 -1.55130
C 0.19715 -1.67764 -2.40020
C 0.29113 -0.59729 -0.21760
C -0.34844 2.59675 2.46627
C 0.00767 2.64430 0.99329
C 1.19589 1.62848 0.55029
N 0.56082 0.36417 0.55219
Si -1.29174 -2.71125 -2.14277
Cl 2.42617 -0.35943 -1.76970
Cl 1.47389 -2.11439 -4.26409
Cl -0.84036 -4.67381 -2.43305
H -0.43782 -1.64449 1.50740
H -1.72183 -3.29758 0.37704
H -0.85497 1.61418 2.72488
H 0.52560 2.65953 3.07798
H -1.05004 3.43362 2.81556
H 0.47036 3.59733 0.81711
H -0.86411 2.44683 0.35808
H 1.61989 2.01347 -0.37113
H 1.80098 1.61134 1.50487
H -2.50939 -2.35143 -2.86537

Calculated values
Net charge: 0
HOMO-LUMO gap, eV: 8.6
E_LUMO, eV: -1.04
Strongest force on any atom, eV/Å: 3.72
Multiplicity: 1



No. 3
Density functional theory data (the ωB97M-V functional and the def2-TZVPD basis) for a structure of composition C18H15CoF5IN3O2STe in a non-equilibrium geometry.

Element x y z (Å)
Co -0.39411 -0.52393 0.31884
O -0.40808 -0.90273 2.32411
N 0.73050 -0.61688 2.93797
C 0.66199 -0.13109 4.19024
C 1.78128 0.06640 4.95058
C 3.02846 -0.20977 4.38907
C 3.09037 -0.63199 3.08651
C 1.92528 -0.82872 2.32571
S 1.93840 -1.32506 0.70094
H -0.34119 0.07584 4.52872
H 1.67533 0.44271 5.95789
H 3.93611 -0.06836 4.96298
H 4.02958 -0.82257 2.58868
C 2.54818 -0.12536 -4.70425
C 2.82507 -0.15159 -3.34722
C 1.79824 -0.21571 -2.41750
C 0.47873 -0.26019 -2.84274
C 0.19416 -0.21599 -4.20951
C 1.22269 -0.14808 -5.13002
N -0.52931 -0.33530 -1.84652
N -1.69646 -0.26001 -2.25387
C -2.64229 -0.16287 -1.24319
C -3.98530 -0.00853 -1.59400
C -4.92547 0.18602 -0.60283
C -4.51638 0.24117 0.73198
C -3.18432 0.05665 1.07222
C -2.23673 -0.17566 0.08668
H 3.35236 -0.07377 -5.42896
H 3.85104 -0.11158 -3.00317
H 2.00908 -0.18520 -1.35637
H -0.84075 -0.23261 -4.52067
H 0.98936 -0.09767 -6.18735
H -4.25807 -0.03426 -2.64343
H -5.97021 0.31251 -0.86185
H -5.24893 0.42184 1.51196
H -2.88158 0.08565 2.11205
F 1.67946 2.24046 2.55552
Te 0.95920 2.78227 0.73294
F -0.45246 3.87685 -0.17440
F -0.26902 3.51906 2.15036
F 2.84566 2.09312 0.50252
F 1.43974 2.89706 -1.21864
O 0.11286 1.22342 0.52735
I -2.64060 -3.43173 0.74007
C -0.81581 -2.45314 0.04722
H -0.80090 -2.73871 -1.00613
H -0.06515 -3.04197 0.55948

Calculated values
Net charge: -2
HOMO-LUMO gap (alpha / beta), eV: 6.3 / 6.4
Energy above the lowest of the compared OMol25 structures with the same formula, charge and spin, kJ/mol: 213.1
E_LUMO (alpha / beta), eV: 4.17 / 4.17
Strongest force on any atom, eV/Å: 2.53
Multiplicity: 2



No. 4
Density functional theory data (the ωB97M-V functional and the def2-TZVPD basis) for a cluster of 5 separate species, C30H58Br2Cl2F3NO11S5Si in total in a non-equilibrium geometry.

Element x y z (Å)
C 5.16458 -3.95063 -1.69288
C 4.87091 -2.72078 -0.76435
Cl 6.40138 -2.12092 0.00128
C 4.13981 -1.62439 -1.60645
Si 3.61180 -0.11591 -0.54825
C 3.04013 -0.85127 1.12229
C 1.95422 -1.97781 0.94986
C 0.49534 -1.44244 1.07512
C -0.46750 -2.54674 0.51418
S -1.01632 -2.23429 -1.16457
O -1.64234 -0.95712 -1.32705
O -1.97451 -3.26854 -1.48591
Cl 0.54118 -2.38901 -2.53506
C 2.12561 0.83567 -1.28527
C 1.60910 1.87748 -0.22432
C 1.66519 3.35320 -0.66043
F 2.93040 3.87542 -0.60131
Br 0.64885 4.34585 0.74394
C 0.95399 3.67236 -2.02621
F 0.44096 4.94347 -1.95162
F -0.10902 2.87088 -2.20705
Br 2.16312 3.72247 -3.55887
C 5.03127 1.13001 -0.36430
C 5.35733 1.96127 -1.62311
O 6.36947 2.93711 -1.25874
C 5.92575 1.15342 -2.81697
N 7.02185 0.24369 -2.42972
H 5.46078 -3.57485 -2.68983
H 4.24243 -4.55662 -1.77163
H 5.96099 -4.56105 -1.23463
H 4.24931 -3.11493 0.05562
H 4.82210 -1.36941 -2.43484
H 3.21690 -2.06741 -2.03561
H 2.60726 -0.09225 1.80263
H 3.94787 -1.27055 1.60201
H 2.08332 -2.53643 -0.00040
H 2.12782 -2.69119 1.78411
H 0.39778 -0.49625 0.51591
H 0.27299 -1.30587 2.14856
H 0.01838 -3.53922 0.58919
H -1.37420 -2.55196 1.14473
H 2.35364 1.26968 -2.27467
H 1.29495 0.11634 -1.45320
H 2.27006 1.80870 0.66596
H 0.59002 1.65114 0.13311
H 5.97879 0.69015 0.00061
H 4.72874 1.86391 0.41881
H 4.49374 2.54352 -2.00128
H 6.32779 3.61956 -1.94467
H 6.32069 1.81658 -3.61971
H 5.08274 0.60651 -3.29845
H 6.86101 -0.69273 -2.79344
H 7.90069 0.54432 -2.84121
C -0.72242 -8.28050 -1.10362
C -0.06398 -8.65453 0.22971
C 1.32156 -7.99933 0.25725
S 1.20134 -6.53437 -0.77182
O 2.05100 -6.70843 -1.92225
O 1.27840 -5.35637 0.06301
C -0.49547 -6.78188 -1.27330
H -1.78374 -8.52684 -1.11403
H -0.24058 -8.82633 -1.91887
H -0.66941 -8.27042 1.05427
H 0.01038 -9.73470 0.35463
H 1.61148 -7.70746 1.26454
H 2.08159 -8.64980 -0.17332
H -0.63166 -6.43750 -2.29623
H -1.12974 -6.20787 -0.59677
C -5.56421 0.14180 2.74199
C -4.79601 1.45490 2.56036
C -3.33251 1.09741 2.27905
S -3.35505 -0.51617 1.49550
O -2.70879 -1.46688 2.37989
O -2.97321 -0.37935 0.10332
C -5.12209 -0.75893 1.59333
H -6.64243 0.29939 2.73352
H -5.29622 -0.31363 3.69946
H -5.20966 2.00259 1.71055
H -4.88128 2.09711 3.43690
H -2.86324 1.81460 1.60850
H -2.75499 1.01782 3.19971
H -5.34403 -1.81122 1.76265
H -5.55455 -0.42982 0.64771
C -0.24911 7.42364 3.57970
C -0.76443 7.83556 4.96364
C -1.36096 6.58600 5.62149
S -0.48453 5.18394 4.92121
O -1.41534 4.39783 4.14906
O 0.35639 4.59414 5.93056
C 0.52989 6.13075 3.79478
H 0.37591 8.19678 3.13351
H -1.09422 7.24392 2.90993
H 0.06814 8.20706 5.56600
H -1.50243 8.63504 4.89816
H -1.22304 6.59146 6.70059
H -2.41787 6.47399 5.38326
H 0.68796 5.56514 2.87848
H 1.48348 6.32348 4.28718
C -5.02695 0.39747 -3.32767
C -6.33606 0.56894 -4.10976
C -7.36089 1.19974 -3.15872
S -6.41553 2.15987 -1.97374
O -6.57545 1.56218 -0.66774
O -6.64248 3.56338 -2.20512
C -4.80148 1.71893 -2.60270
H -4.19178 0.15467 -3.98330
H -5.13290 -0.41317 -2.60235
H -6.16700 1.23279 -4.96122
H -6.69843 -0.38090 -4.50290
H -8.05036 1.85735 -3.68389
H -7.91736 0.44125 -2.60959
H -4.09128 1.64200 -1.78030
H -4.49147 2.50136 -3.29606

Calculated values
Net charge: 0
HOMO-LUMO gap, eV: 9.1
E_LUMO, eV: 0.16
Strongest force on any atom, eV/Å: 4.09
Multiplicity: 1



No. 5
Density functional theory data (the ωB97M-V functional and the def2-TZVPD basis) for a structure of composition C18H24Cl3NO2SZn in a non-equilibrium geometry.

Element x y z (Å)
C -3.83710 0.17981 -0.35708
C -3.11440 1.39532 -0.90908
C -3.83358 2.14549 -1.84701
C -3.33106 3.26884 -2.42269
C -2.02758 3.68768 -1.99625
C -1.31429 2.97172 -1.08780
C -1.77938 1.79417 -0.51373
C -0.97720 1.02006 0.47145
C 0.07544 -0.04220 -0.11708
S -0.92209 -1.47327 -0.74891
N 0.55116 0.55745 -1.34515
C 1.62477 1.42025 -1.19498
O 1.99549 2.32841 -1.88363
C 2.23496 0.95673 0.18171
Cl 2.29829 2.46600 1.15601
C 1.42629 -0.28475 0.64570
C 2.17845 -1.56136 0.11148
C 2.82751 -1.57386 -1.28964
C 1.95586 -2.14896 -2.43134
O 1.38531 -3.40004 -2.06064
C 1.47755 -0.46231 2.19126
Cl 0.48785 0.72394 3.15984
C 1.12623 -1.84667 2.78189
C 1.21415 -1.72783 4.35450
Cl -0.57087 -2.29318 2.40913
H -4.83450 0.53506 -0.05897
H -3.89325 -0.55943 -1.16640
H -3.27502 -0.21491 0.49672
H -4.82729 1.80904 -2.14695
H -3.88124 3.83024 -3.17221
H -1.64050 4.59089 -2.46490
H -0.32240 3.34805 -0.82810
H -1.65927 0.55449 1.23902
H -0.37409 1.76381 1.02024
H -1.82787 -1.73057 0.22046
H 0.05282 0.45360 -2.21762
H 3.29280 0.69365 0.06299
H 1.54732 -2.46200 0.17335
H 2.99536 -1.74559 0.83100
H 3.67029 -2.28023 -1.23606
H 3.25635 -0.63844 -1.66792
H 1.23510 -1.42921 -2.84309
H 2.66938 -2.35554 -3.24923
H 0.58026 -3.48786 -2.58304
H 2.52450 -0.28866 2.48129
H 1.85281 -2.63726 2.57246
H 1.47133 -2.73689 4.71504
H 0.25193 -1.49189 4.81285
H 2.03278 -1.07738 4.67290
Zn -2.04938 -0.54440 3.07819

Calculated values
Net charge: +2
HOMO-LUMO gap, eV: 3.3
E_LUMO, eV: -11.36
Strongest force on any atom, eV/Å: 3.47
Multiplicity: 1



No. 6
Density functional theory data (the ωB97M-V functional and the def2-TZVPD basis) for the ion C10H18BrFN2O with charge +2 in a non-equilibrium geometry.

Element x y z (Å)
C -1.74857 2.04523 1.67834
C -0.57428 1.69568 0.77202
C -2.08992 1.22644 2.68457
C -0.03964 0.51418 0.61005
C -1.36738 -0.06700 3.06176
C -2.40496 -1.35821 1.17339
C -0.26864 -1.89354 2.02728
C 1.22374 0.42908 -2.41901
C 2.63054 0.21699 -2.61240
C 0.63408 -0.53841 -1.41803
N -1.09766 -0.78274 1.84050
N 3.09936 0.83656 -3.87980
O 0.80450 -0.21233 0.00567
F -2.07605 -0.80198 3.96102
Br -3.56725 1.79244 3.75056
H -2.36501 3.03137 1.58613
H -0.20151 2.64388 0.14849
H -0.37352 0.26150 3.46814
H -3.11531 -1.15518 1.95487
H -2.65965 -0.83471 0.32660
H -2.26500 -2.41225 1.11882
H -0.86408 -2.81526 2.44761
H 0.10273 -2.22160 1.10061
H 0.52052 -1.56401 2.65175
H 0.70972 0.12680 -3.30232
H 0.91088 1.36543 -2.03453
H 2.84745 -0.85504 -2.68124
H 3.16337 0.72383 -1.83508
H 1.29359 -1.41701 -1.42168
H -0.30707 -0.91787 -1.73034
H 2.66741 1.79481 -4.15173
H 2.65305 0.28278 -4.64925
H 4.12455 0.86015 -4.23277

Calculated values
Net charge: +2
HOMO-LUMO gap, eV: 8.4
Energy above the lowest of the compared OMol25 structures with the same formula, charge and spin, kJ/mol: 171.5
E_LUMO, eV: -6.47
Strongest force on any atom, eV/Å: 4.55
Multiplicity: 1



No. 7
Density functional theory data (the ωB97M-V functional and the def2-TZVPD basis) for a cluster of 5 separate species, C3H17NO4 in total.

Element x y z (Å)
C -0.48146 -2.87190 1.00862
C -0.45903 -1.92286 -0.18156
C -1.65393 -1.06339 -0.63182
N -0.67216 -2.27688 2.31816
H 0.51890 -3.32151 1.01260
H -1.14532 -3.72055 0.89803
H -0.19156 -2.52237 -1.05172
H 0.37834 -1.23507 -0.01072
H -2.63321 -1.45351 -0.35718
H -1.62906 -1.05945 -1.71959
H -1.52170 -0.04724 -0.29606
H -1.64117 -2.08181 2.53700
H -0.10641 -1.44802 2.44394
H 2.58236 0.96443 1.15965
H 2.65227 2.32334 0.59181
O 3.06638 1.45566 0.48459
H -0.48225 2.00688 1.37923
H -0.18092 2.57961 0.05444
O 0.27667 2.16272 0.80250
H 1.79702 0.72097 -1.34102
H 0.66395 -0.11666 -1.93240
O 0.95558 0.79565 -1.83013
H -1.38242 2.95670 -2.25453
H -0.61948 1.77850 -1.65976
O -1.44636 2.28875 -1.56494

Calculated values
Net charge: 0
HOMO-LUMO gap, eV: 9.7
Energy above the lowest of the compared OMol25 structures with the same formula, charge and spin, kJ/mol: 13.6
E_LUMO, eV: 0.51
Strongest force on any atom, eV/Å: 0.70
Multiplicity: 1



No. 8
Density functional theory data (the ωB97M-V functional and the def2-TZVPD basis) for an isolated molecule of C6H9N5S3 in a non-equilibrium geometry.

Element x y z (Å)
C 1.36510 0.35761 0.29500
C 0.15543 -0.37804 0.44311
C 0.93874 1.71816 0.01831
C -0.86317 0.58542 0.28017
C 2.63849 -0.30908 0.26599
C -0.19191 -2.84041 -1.07193
N -0.40369 1.79973 -0.04523
N -3.20161 1.31031 -0.17567
N 1.69574 2.88669 -0.06351
N 2.77770 -1.45468 0.91302
N -4.51506 1.40783 0.00794
S -2.44359 0.00552 0.28119
S 3.97826 0.42260 -0.44853
S -0.09741 -2.13430 0.67683
H -1.30687 -2.63150 -1.35398
H -0.00002 -3.88149 -1.07999
H 0.44096 -2.25371 -1.69806
H 2.45467 2.88411 0.71882
H 1.04120 3.65607 0.02514
H 1.92214 -1.89502 1.03402
H 3.54466 -2.09661 0.74422
H -4.94799 0.58523 0.47841
H -4.98178 2.25555 -0.24529

Calculated values
Net charge: 0
HOMO-LUMO gap (alpha / beta), eV: 7.3 / 5.7
E_LUMO (alpha / beta), eV: -0.17 / -1.67
Strongest force on any atom, eV/Å: 4.03
Multiplicity: 1



Values for E_tot, Ha, ordered as above
-5400.64129 -2035.57262 -3855.61517 -10708.67494 -4462.85426 -3249.69896 -480.20190 -1702.25685